Record 1
A structure of composition C4H12N2O2, computed with the ωB97M-V functional and the def2-TZVPD basis.

Calculated values
Charge: 0
HOMO-LUMO gap: 8.993 eV
E_HOMO: -8.32 eV
ΔE to the lowest compared entry with this formula, charge and spin: 5.6030 eV

Element x y z (Å)
C1 1.1596 0.6948 -0.2192
C2 1.0574 -2.4147 0.8060
C3 1.1064 0.0789 -1.5776
O1 0.9760 -1.1934 1.4796
H1 1.9178 0.2993 0.4407
H2 1.2178 1.7757 -0.1852
H3 1.9806 -2.4757 0.2090
H4 1.0688 -3.2464 1.5253
H5 0.2056 -2.5813 0.1312
H6 0.7891 -0.9621 -1.5195
H7 0.4179 0.6036 -2.2363
H8 2.1125 0.1007 -2.0106
N1 -2.7790 1.8584 0.4270
C4 -1.5168 1.7362 -0.0901
O2 -1.1526 -0.1165 1.1131
N2 -0.6936 0.8167 0.2756
H9 -0.1154 -0.7710 1.4361
H10 -3.4868 2.2872 -0.1440
H11 -3.0708 1.0602 0.9751
H12 -1.1947 2.4492 -0.8364

Atoms 1-2, force components in eV/Å:
-2.037 1.983 -0.692
-0.066 0.006 0.387

natural (NBO) population analysis, charges in e, atoms 1 to 5: -0.08 -0.24 -0.67 -0.84 0.26

Record 2
A structure of composition C3H4InO4, computed with the ωB97M-V functional and the def2-TZVPD basis.

Calculated values
Charge: +3
HOMO-LUMO gap (alpha / beta): 7.511 / 6.740 eV
E_HOMO (alpha / beta): -24.60 / -24.32 eV
ΔE to the lowest compared entry with this formula, charge and spin: 0.0000 eV

Element x y z (Å)
O1 -0.5781 1.3017 -0.4516
C1 -1.1446 0.2436 -0.9700
C2 0.7033 0.9364 -0.0459
O2 -2.2960 0.2364 -1.3976
O3 -0.3645 -0.8033 -0.8814
C3 0.8521 -0.3823 -0.3356
In1 -3.6067 -0.7640 -2.0406
H1 1.4229 1.7370 0.0833
H2 1.7290 -1.0096 -0.4979
H3 0.8749 0.3228 2.0916
O4 0.7944 -0.6847 2.3366
H4 1.6133 -1.1339 2.1091

Atoms 1-2, force components in eV/Å:
0.315 0.170 0.144
2.050 0.337 1.623

Löwdin population analysis, charges in e, atoms 1 to 5: 0.27 -0.43 0.12 -0.02 0.23

Record 3
A structure of composition C4H6KO3, computed with the ωB97M-V functional and the def2-TZVPD basis.

Calculated values
Charge: 0
Spin multiplicity: 2
HOMO-LUMO gap (alpha / beta): 7.719 / 7.708 eV
E_HOMO (alpha / beta): -8.35 / -8.35 eV
ΔE to the lowest compared entry with this formula, charge and spin: 1.6841 eV

Element x y z (Å)
O1 1.1635 -1.6735 1.6736
O2 2.2115 0.2797 1.3142
O3 0.5518 -0.4508 -0.1173
C1 2.3475 1.3447 0.6023
C2 3.4156 2.2129 1.1510
C3 1.1891 -0.7436 0.8996
H1 2.9682 3.1991 1.3565
H2 3.9090 1.8203 2.0525
H3 4.1500 2.3927 0.3494
K1 0.4640 1.2602 -1.5347
C4 -5.5946 -2.4106 -1.9374
H4 -5.4832 -3.4935 -1.9033
H5 -5.3202 -1.8632 -2.8382
H6 -5.9723 -1.8743 -1.0680

Atoms 1-2, force components in eV/Å:
0.274 0.597 -0.344
0.618 0.833 -0.091

natural (NBO) population analysis, charges in e, atoms 1 to 5: -0.64 -0.53 -0.85 0.17 -0.76

Record 4
An isolated molecule of C3H6ClN, computed with the ωB97M-V functional and the def2-TZVPD basis.

Calculated values
Charge: 0
HOMO-LUMO gap: 9.987 eV
E_HOMO: -8.99 eV
ΔE to the lowest compared entry with this formula, charge and spin: 1.4914 eV

Element x y z (Å)
C1 -0.5825 0.3487 -0.8490
C2 0.8559 -1.1944 0.8532
C3 0.9908 0.1016 0.1309
N1 -1.1356 1.4304 -0.9398
Cl1 2.0345 0.1696 -1.2505
H1 -0.6756 -0.6967 -1.2603
H2 -0.3082 -1.3142 0.8380
H3 1.3066 -1.2245 1.8930
H4 1.2254 -1.9920 0.1663
H5 1.1046 1.0036 0.7857
H6 -2.0765 1.4060 -1.5295

Atoms 1-2, force components in eV/Å:
4.236 -3.026 2.342
-1.598 -0.903 -0.322

natural (NBO) population analysis, charges in e, atoms 1 to 5: 0.16 -0.66 -0.27 -0.62 -0.03

Record 5
The ion C4H8NO2 with charge +1, computed with the ωB97M-V functional and the def2-TZVPD basis.

Calculated values
Charge: +1
HOMO-LUMO gap: 8.422 eV
E_HOMO: -13.78 eV
ΔE to the lowest compared entry with this formula, charge and spin: 1.5864 eV

Element x y z (Å)
C1 -0.9514 -0.7299 1.4739
C2 -0.3275 -0.0177 0.4790
C3 0.3792 -0.5992 -0.6751
C4 1.0221 0.2406 -1.6780
N1 -0.2956 1.4143 0.8566
O1 -1.3124 -0.1756 2.5834
O2 0.2813 -1.9122 -0.7771
H1 -1.3390 -1.7738 1.4409
H2 0.7660 -0.2320 -2.5506
H3 2.0915 0.1585 -1.6603
H4 0.7468 1.2762 -1.7220
H5 0.4845 1.9942 0.5038
H6 -1.2362 1.8138 0.6914
H7 -0.9639 0.7068 2.6728
H8 0.6546 -2.1640 -1.6388

Atoms 1-2, force components in eV/Å:
-1.046 -1.578 0.312
2.080 1.298 -1.373

natural (NBO) population analysis, charges in e, atoms 1 to 5: 0.37 -0.12 0.59 -0.73 -0.87

Record 6
A cluster of 2 separate species, C2H5ClOS in total, computed with the ωB97M-V functional and the def2-TZVPD basis.

Calculated values
Charge: 0
HOMO-LUMO gap: 10.116 eV
E_HOMO: -9.60 eV
ΔE to the lowest compared entry with this formula, charge and spin: 0.9334 eV

Element x y z (Å)
C1 1.0585 -1.5932 0.4486
C2 0.4145 -0.4354 0.5556
O1 -0.8198 -0.2185 0.9997
S1 -1.7241 1.5139 -1.4405
Cl1 1.3290 1.1126 0.3347
H1 -1.3594 2.5406 -0.6350
H2 2.1423 -1.6265 0.2293
H3 0.5882 -2.4864 0.8932
H4 -1.3080 0.1424 0.2015
H5 -0.3212 1.0504 -1.5870

Atoms 1-2, force components in eV/Å:
0.503 -0.052 0.852
1.286 0.139 0.452

natural (NBO) population analysis, charges in e, atoms 1 to 5: -0.50 0.30 -0.70 -0.32 -0.10

- What is the charge in the fifth record?
  +1

- Which of these has the lowest ΔE to the lowest compared entry with this formula, charge and spin?
  C3H4InO4